Entry 1:
The following is a DFT calculation (ωB97M-V with the def2-TZVPD basis set) of a molecular structure, C31H36AuNO2PSi2 in a non-equilibrium geometry.

Element x y z (Å)
Au 11.688 12.920 11.575
O 14.575 9.910 12.191
C 13.645 10.399 11.570
O 13.544 11.499 10.935
C 12.490 9.290 11.436
C 12.925 8.007 11.869
C 12.063 6.919 11.800
C 10.770 7.083 11.371
C 10.275 8.386 10.995
C 11.187 9.491 11.045
P 10.669 11.146 10.476
C 10.441 11.082 8.680
C 9.597 10.173 8.057
C 9.427 10.285 6.676
C 10.173 11.192 5.958
C 11.033 12.091 6.596
C 11.158 12.027 7.945
C 9.007 11.382 11.184
C 8.777 10.744 12.400
C 7.537 10.972 13.039
C 6.536 11.847 12.538
C 6.723 12.503 11.384
C 7.916 12.171 10.517
H 13.982 7.925 12.163
H 12.393 5.924 12.160
H 10.007 6.317 11.318
H 9.221 8.498 10.854
H 9.107 9.383 8.603
H 8.636 9.710 6.135
H 10.008 11.229 4.857
H 11.638 12.801 6.046
H 11.901 12.612 8.487
H 9.497 10.159 12.950
H 7.390 10.449 14.016
H 5.586 11.821 13.075
H 5.967 13.244 11.046
H 7.481 11.587 9.650
C 12.129 13.741 17.381
Si 12.377 12.975 15.658
C 10.845 11.965 15.102
C 8.372 13.541 9.929
C 13.376 13.790 14.369
C 12.973 14.868 13.573
C 12.987 16.219 14.100
C 12.670 17.299 13.278
C 12.295 17.058 11.976
C 12.222 15.767 11.512
N 12.382 14.705 12.330
Si 14.982 12.987 14.878
C 13.987 11.572 15.845
C 15.871 14.039 16.156
C 16.057 12.220 13.607
H 11.057 13.930 17.482
H 12.828 14.616 17.609
H 12.426 13.013 18.143
H 10.281 12.618 14.379
H 10.211 11.761 15.932
H 11.141 11.068 14.564
H 8.967 14.109 10.660
H 8.981 13.511 9.017
H 7.520 14.131 9.680
H 13.184 16.348 15.151
H 12.883 18.322 13.644
H 12.042 17.813 11.272
H 11.773 15.585 10.525
H 12.910 11.298 15.976
H 14.581 11.572 16.801
H 14.322 10.807 15.137
H 15.425 14.003 17.158
H 15.857 15.122 15.923
H 16.924 13.735 16.239
H 15.627 11.333 13.107
H 17.044 11.978 14.009
H 16.211 12.994 12.807

The value obtained for the total energy is -67050.4423 eV. For the maximum force, the calculation gives 3.68 eV Å⁻¹. As for the lowest unoccupied orbital energy: 2.3 eV. For the frontier orbital gap, the calculation gives 4.00 eV. Its total charge is -1.

Entry 2:
The following is a DFT calculation (ωB97M-V with the def2-TZVPD basis set) of 4 unconnected molecules or ions with the total composition C4H14NO6 in a non-equilibrium geometry.

Element x y z (Å)
O 1.021 1.222 -0.155
C 0.847 -0.026 0.075
O 1.232 -0.673 1.044
C -0.138 -0.623 -1.118
C -0.965 -1.825 -0.672
C -1.902 -1.398 0.450
O -1.561 -2.646 -1.610
N -0.836 0.341 -1.921
H 0.600 -1.002 -1.949
H -0.161 -2.641 -0.370
H -1.319 -1.028 1.222
H -2.554 -2.145 0.855
H -2.647 -0.693 0.098
H -2.021 -2.080 -2.299
H -1.925 0.169 -1.935
H -0.647 1.302 -1.543
H 2.306 1.820 2.608
H 1.390 0.691 2.447
O 1.458 1.548 2.929
H -0.866 2.027 0.339
H -0.533 2.019 1.965
O -1.264 2.166 1.306
H 3.107 1.757 -0.841
H 3.577 0.614 -0.080
O 3.802 1.105 -0.847

The value obtained for the energy above the lowest of the compared OMol25 structures with the same formula, charge and spin is 220.46 kJ/mol. The value obtained for the total energy is -18151.5912 eV. For the maximum force, the calculation gives 4.09 eV Å⁻¹. As for the lowest unoccupied orbital energy: 3.4 eV. For the frontier orbital gap, the calculation gives 8.62 eV. Its total charge is -1.

Entry 3:
The following is a DFT calculation (ωB97M-V with the def2-TZVPD basis set) of 12 unconnected molecules or ions with the total composition C40H112N8O16 in a non-equilibrium geometry.

Element x y z (Å)
C -1.572 2.286 3.662
C -2.259 2.950 4.845
C -2.032 4.490 4.882
O -2.338 5.149 3.580
C -2.259 6.556 3.570
N -3.689 2.716 4.789
H -0.499 2.473 3.616
H -1.956 2.655 2.711
H -1.558 1.206 3.809
H -1.894 2.393 5.708
H -0.950 4.587 4.971
H -2.450 4.916 5.794
H -2.633 6.911 2.610
H -1.231 6.907 3.664
H -2.663 7.032 4.463
H -4.052 3.378 4.119
H -3.642 1.937 4.148
C -3.901 3.962 -2.605
C -3.886 5.299 -1.876
C -2.468 5.894 -1.745
O -1.622 4.981 -1.013
C -2.014 4.590 0.344
N -4.843 6.185 -2.459
H -4.880 3.511 -2.766
H -3.205 3.173 -2.318
H -3.563 4.201 -3.614
H -4.305 5.000 -0.915
H -2.516 6.874 -1.272
H -1.927 6.139 -2.660
H -1.304 5.132 0.968
H -1.887 3.523 0.524
H -3.004 4.891 0.687
H -5.736 5.716 -2.396
H -4.987 7.004 -1.886
C 1.464 4.748 2.442
C 2.760 4.090 2.961
C 2.894 4.464 4.473
O 2.064 3.690 5.337
C 2.423 3.965 6.682
N 2.731 2.651 2.738
H 0.737 4.750 3.255
H 1.025 4.253 1.576
H 1.671 5.760 2.093
H 3.662 4.491 2.498
H 2.757 5.534 4.631
H 3.948 4.256 4.654
H 2.343 5.037 6.864
H 3.447 3.648 6.883
H 1.808 3.487 7.444
H 2.093 2.362 3.465
H 2.283 2.337 1.889
C -2.810 -6.349 1.222
C -3.176 -4.886 1.174
C -2.028 -3.937 1.123
O -1.287 -4.111 2.325
C -0.274 -3.086 2.486
N -4.112 -4.705 0.115
H -3.658 -7.025 1.120
H -2.402 -6.488 2.224
H -2.047 -6.502 0.460
H -3.732 -4.795 2.107
H -2.453 -2.954 1.323
H -1.541 -3.890 0.149
H 0.384 -3.356 3.311
H -0.754 -2.109 2.546
H 0.419 -3.002 1.649
H -4.255 -3.735 -0.129
H -5.016 -5.053 0.399
C 1.590 1.916 -2.906
C 0.653 3.041 -2.477
C -0.149 3.758 -3.602
O 0.714 4.067 -4.613
C 1.680 5.114 -4.233
N -0.392 2.541 -1.624
H 2.028 1.497 -2.001
H 2.406 2.248 -3.548
H 1.126 1.159 -3.538
H 1.149 3.824 -1.903
H -0.732 4.594 -3.216
H -0.894 3.049 -3.963
H 2.271 4.904 -3.341
H 1.081 6.009 -4.064
H 2.283 5.283 -5.125
H -0.785 3.429 -1.345
H -0.068 2.243 -0.716
C 0.398 -9.133 0.306
C 1.276 -8.220 -0.600
C 0.974 -6.727 -0.475
O 1.752 -5.909 -1.401
C 1.417 -4.549 -1.545
N 2.690 -8.387 -0.080
H 0.341 -8.786 1.338
H 0.760 -10.153 0.432
H -0.646 -9.204 0.001
H 1.107 -8.540 -1.628
H 1.111 -6.377 0.548
H -0.030 -6.527 -0.850
H 1.216 -4.143 -0.553
H 0.525 -4.394 -2.153
H 2.216 -3.933 -1.958
H 3.157 -9.044 -0.688
H 3.156 -7.536 -0.359
C 3.113 -0.389 -5.147
C 3.064 -1.703 -4.315
C 2.561 -2.922 -5.153
O 1.257 -2.694 -5.500
C 0.729 -3.867 -6.039
N 4.409 -1.871 -3.753
H 3.614 -0.595 -6.093
H 3.570 0.436 -4.600
H 2.106 -0.024 -5.351
H 2.273 -1.507 -3.591
H 2.632 -3.913 -4.705
H 3.254 -2.982 -5.993
H -0.169 -3.687 -6.630
H 0.375 -4.554 -5.269
H 1.302 -4.464 -6.749
H 4.395 -2.699 -3.176
H 4.613 -1.123 -3.106
C -4.760 1.799 0.153
C -3.576 0.984 0.702
C -4.079 -0.123 1.742
O -4.143 0.516 3.022
C -4.595 -0.351 4.052
N -2.857 0.406 -0.402
H -5.356 1.169 -0.507
H -4.322 2.583 -0.465
H -5.178 2.276 1.039
H -2.891 1.635 1.245
H -3.347 -0.930 1.778
H -4.957 -0.613 1.321
H -4.524 0.089 5.047
H -4.013 -1.270 4.115
H -5.616 -0.707 3.913
H -3.475 0.110 -1.144
H -2.364 1.164 -0.850
C -1.055 -0.770 -3.934
C -1.584 -0.693 -5.441
O -2.836 -0.059 -5.530
O -1.511 -1.885 -3.211
H -1.221 0.124 -3.333
H 0.026 -0.896 -3.866
H -1.656 -1.705 -5.839
H -0.878 -0.206 -6.113
H -2.603 0.790 -5.912
H -1.142 -1.837 -2.326
C 6.344 -0.869 0.157
C 4.791 -0.564 0.047
O 4.600 0.199 -1.159
O 6.937 -1.535 -0.921
H 6.626 -1.328 1.104
H 6.905 0.064 0.111
H 4.495 0.098 0.860
H 4.259 -1.513 -0.022
H 5.066 1.023 -0.998
H 7.810 -1.834 -0.658
C 1.007 -0.118 0.476
C 0.417 -0.828 -0.777
O -0.760 -1.566 -0.581
O 0.433 1.162 0.802
H 2.077 0.029 0.324
H 0.972 -0.834 1.298
H 1.171 -1.554 -1.081
H 0.284 -0.124 -1.598
H -1.445 -0.961 -0.286
H -0.485 0.945 0.982
C 3.694 -3.117 2.367
C 3.060 -4.209 3.171
O 4.097 -5.214 3.503
O 4.734 -2.501 3.157
H 3.029 -2.319 2.036
H 4.190 -3.538 1.492
H 2.212 -4.696 2.690
H 2.713 -3.872 4.148
H 3.756 -5.604 4.311
H 5.408 -3.136 3.409

The value obtained for the energy above the lowest of the compared OMol25 structures with the same formula, charge and spin is 1329.73 kJ/mol. The structure (SMILES) is COC[C@H](C)N.COC[C@H](C)N.COC[C@H](C)N.COC[C@H](C)N.COC[C@H](C)N.COC[C@H](C)N.COC[C@H](C)N.COC[C@H](C)N.OCCO.OCCO.OCCO.OCCO. The value obtained for the total energy is -87966.8847 eV. For the maximum force, the calculation gives 2.81 eV Å⁻¹. As for the lowest unoccupied orbital energy: 0.4 eV. For the frontier orbital gap, the calculation gives 9.25 eV.

Entry 4:
The following is a DFT calculation (ωB97M-V with the def2-TZVPD basis set) of 2 unconnected molecules or ions with the total composition C3H7NO5 in a non-equilibrium geometry.

Element x y z (Å)
C 2.129 -1.150 0.405
C 1.222 -0.121 0.988
O 1.278 1.132 0.224
O 0.726 -0.098 2.086
H 0.916 1.815 0.822
H 2.259 -1.966 1.120
H 1.693 -1.557 -0.508
H 3.118 -0.745 0.184
C -1.078 1.157 -0.707
N -1.630 -1.251 -0.367
O -0.641 -0.228 -0.670
O -2.358 1.222 -0.228
O -0.654 2.061 -1.397
H -2.704 2.074 -0.551
H -1.812 -1.633 -1.293
H -2.462 -0.714 -0.108

The value obtained for the energy above the lowest of the compared OMol25 structures with the same formula, charge and spin is 262.02 kJ/mol. The structure (SMILES) is NOC(=O)O.CC(=O)O. The value obtained for the total energy is -14950.0831 eV. For the maximum force, the calculation gives 3.89 eV Å⁻¹. As for the lowest unoccupied orbital energy: 0.4 eV. For the frontier orbital gap, the calculation gives 10.61 eV.